[1]
The molecule H4P2S2 in a non-equilibrium geometry. Source: OMol25; level of theory: ωB97M-V with the def2-TZVPD basis set.

Last columns: bonded neighbours and bond lengths (Å).
Cartesian coordinates (Å):
1 P -2.51 -0.03 0.10  S3 2.184, H5 1.334, H6 1.512
2 P 1.71 -0.13 -0.69  S4 2.108, H7 1.358, H8 1.550
3 S -1.07 1.54 -0.35  P1 2.184, S4 2.045
4 S 0.64 1.07 0.67  P2 2.108, S3 2.045
5 H -1.86 -0.52 1.17  P1 1.334
6 H -1.89 -1.03 -0.85  P1 1.512
7 H 1.82 -1.15 0.21  P2 1.358
8 H 3.16 0.24 -0.27  P2 1.550

Computed properties:
total charge = 0
LUMO energy = 0.34 eV
frontier orbital gap = 9.44 eV
molecular weight = 130.1 g/mol
electronic energy = -40312.15507 eV
structure (SMILES) = [PH2]#S#S#[PH2]

---

[2]
A cluster of 2 separate species, H4S2 in total. Source: OMol25; level of theory: ωB97M-V with the def2-TZVPD basis set.

Last columns: bonded neighbours and bond lengths (Å).
Cartesian coordinates (Å):
1 S -1.63 0.60 0.34  H2 1.339, H3 1.313
2 H -0.92 1.36 1.19  S1 1.339
3 H -2.56 0.32 1.22  S1 1.313
4 S 1.59 -1.35 -0.79  H5 1.345, H6 1.353
5 H 2.15 -0.35 -0.08  S4 1.345
6 H 1.37 -0.59 -1.89  S4 1.353

Computed properties:
total charge = 0
LUMO energy = 0.82 eV
frontier orbital gap = 10.21 eV
molecular weight = 68.2 g/mol
electronic energy = -21734.99114 eV
structure (SMILES) = S.S

---

Going through the records in order, we get energy above the lowest of the compared OMol25 structures with the same formula, charge and spin values of 17.29, 2.01 kcal/mol.